1.
Here is the ion C7H12NO with charge +1 from the Open Molecules 2025 dataset. Energies are from ωB97M-V with the def2-TZVPD basis set.

As for the spin multiplicity: 3. As for the expectation value of S²: 2.0214. The calculation puts the relative energy (zero: lowest compared OMol25 entry of this formula, charge and spin) at 54.6 kcal per mole. The LUMO energy (alpha / beta) is -3.573 / -7.407 eV. The strongest force on any atom comes out at 8.8 eV Å⁻¹. The charge is +1.

Last column: Mulliken spin population.
Positions of all 21 atoms, in Å:
C (2.852, 0.670, -1.185)  0.29
C (2.255, 0.038, -0.329)  0.00
C (1.308, -0.743, 0.445)  0.58
C (-1.008, -1.080, -1.557)  0.00
C (-1.104, -0.601, 1.400)  -0.01
C (-0.807, 0.251, -0.877)  0.02
C (-0.232, 0.116, 0.479)  0.14
N (0.133, 1.474, 1.099)  0.03
O (1.480, -1.761, 1.034)  0.90
H (3.655, 1.102, -1.666)  0.00
H (-1.409, -1.739, -0.816)  0.00
H (-0.115, -1.530, -1.836)  -0.01
H (-1.559, -0.928, -2.482)  0.00
H (-0.745, -1.242, 2.340)  0.00
H (-1.698, 0.139, 1.866)  0.00
H (-1.783, -1.285, 0.764)  0.00
H (-0.095, 0.726, -1.497)  0.01
H (-1.765, 0.847, -0.991)  0.01
H (-0.623, 2.154, 1.006)  0.00
H (1.094, 1.888, 0.697)  0.01
H (0.168, 1.504, 2.106)  0.01

=====

2.
Here is a cluster of 2 separate species, C19H15F8IO5 in total from the Open Molecules 2025 dataset. Energies are from ωB97M-V with the def2-TZVPD basis set.

The LUMO energy is -0.916 eV. The strongest force on any atom comes out at 3.0 eV Å⁻¹. Its SMILES is O=C(I)CC1=C(CCc2ccccc2)C(=O)OC1=O.FC(F)C(F)(F)COC(F)(F)C(F)F. The charge is 0.

Last column: natural (NBO) charge in e.
Positions of all 48 atoms, in Å:
O (2.701, 0.648, 1.234)  -0.50
C (1.748, 0.391, 0.561)  0.46
I (1.225, 1.710, -1.073)  0.09
C (0.922, -0.880, 0.948)  -0.57
C (0.206, -1.580, -0.237)  -0.11
C (0.631, -2.703, -0.909)  0.00
C (1.910, -3.566, -0.747)  -0.46
C (3.175, -2.618, -0.965)  -0.41
C (4.372, -2.926, -0.014)  -0.02
C (4.461, -2.365, 1.348)  -0.23
C (5.617, -2.674, 2.205)  -0.20
C (6.713, -3.543, 1.757)  -0.23
C (6.612, -4.107, 0.403)  -0.21
C (5.472, -3.797, -0.470)  -0.22
C (-0.504, -2.968, -1.945)  0.76
O (-0.589, -4.064, -2.413)  -0.51
O (-1.298, -1.845, -2.126)  -0.49
C (-1.148, -1.147, -0.894)  0.79
O (-1.962, -0.362, -0.529)  -0.53
H (1.525, -1.655, 1.483)  0.26
H (0.120, -0.553, 1.671)  0.28
H (1.916, -4.303, -1.601)  0.25
H (1.946, -4.176, 0.188)  0.25
H (3.558, -2.761, -2.015)  0.23
H (2.854, -1.556, -0.811)  0.21
H (3.659, -1.682, 1.726)  0.22
H (5.626, -2.224, 3.229)  0.22
H (7.579, -3.735, 2.424)  0.23
H (7.418, -4.783, 0.027)  0.22
H (5.476, -4.240, -1.495)  0.22
F (-2.656, 3.906, 0.200)  -0.32
C (-2.800, 3.091, -0.864)  0.51
F (-1.860, 3.470, -1.769)  -0.33
C (-4.192, 3.180, -1.488)  0.60
F (-4.421, 4.412, -2.000)  -0.31
F (-4.218, 2.322, -2.548)  -0.32
C (-5.372, 2.789, -0.576)  -0.14
O (-6.083, 3.851, 0.066)  -0.51
C (-5.567, 4.353, 1.264)  0.85
F (-4.596, 3.540, 1.721)  -0.32
F (-6.572, 4.281, 2.165)  -0.32
C (-5.113, 5.811, 1.142)  0.50
F (-4.179, 5.963, 0.181)  -0.31
F (-4.559, 6.233, 2.304)  -0.32
H (-2.571, 2.068, -0.553)  0.16
H (-6.118, 2.338, -1.233)  0.23
H (-5.106, 1.999, 0.128)  0.21
H (-5.958, 6.459, 0.900)  0.15

=====

3.
Here is an isolated molecule of C4H6O2 from the Open Molecules 2025 dataset. Energies are from ωB97M-V with the def2-TZVPD basis set.

The calculation puts the relative energy (zero: lowest compared OMol25 entry of this formula, charge and spin) at 70.5 kcal per mole. The LUMO energy is 0.980 eV. The strongest force on any atom comes out at 0.6 eV Å⁻¹. Its SMILES is C1OCC12CO2. The charge is 0.

Last column: natural (NBO) charge in e.
Positions of all 12 atoms, in Å:
C (-0.927, 0.946, 0.475)  -0.08
O (-1.665, 0.228, -0.531)  -0.52
C (-0.766, -0.891, -0.445)  -0.09
C (0.248, 0.018, 0.236)  0.16
C (1.627, 0.075, -0.206)  -0.10
O (1.269, -0.366, 1.111)  -0.47
H (-0.867, 2.022, 0.289)  0.19
H (-1.357, 0.754, 1.469)  0.18
H (-1.138, -1.692, 0.206)  0.18
H (-0.521, -1.302, -1.434)  0.18
H (1.829, -0.743, -0.893)  0.18
H (2.268, 0.951, -0.277)  0.19

=====

4.
Here is a cluster of 2 separate species, C5H11N in total from the Open Molecules 2025 dataset. Energies are from ωB97M-V with the def2-TZVPD basis set.

The calculation puts the relative energy (zero: lowest compared OMol25 entry of this formula, charge and spin) at 50.7 kcal per mole. The LUMO energy is 1.027 eV. The strongest force on any atom comes out at 1.8 eV Å⁻¹. Its SMILES is C=CC.C=NC. The charge is 0.

Last column: natural (NBO) charge in e.
Positions of all 17 atoms, in Å:
C (-1.418, 0.471, 3.679)  -0.41
C (-0.546, 0.514, 2.684)  -0.16
C (-1.030, 0.567, 1.221)  -0.65
H (-1.191, 0.447, 4.737)  0.19
H (-2.480, 0.222, 3.609)  0.19
H (0.509, 0.647, 2.886)  0.20
H (-1.009, -0.468, 0.871)  0.22
H (-2.050, 0.936, 1.321)  0.21
H (-0.484, 1.274, 0.601)  0.22
C (2.354, 0.021, -2.860)  -0.07
N (1.770, -1.068, -2.633)  -0.38
C (0.301, -1.092, -2.545)  -0.45
H (3.444, 0.045, -2.827)  0.17
H (1.853, 0.909, -3.256)  0.13
H (-0.132, -0.246, -3.076)  0.18
H (0.123, -1.118, -1.478)  0.21
H (-0.013, -2.060, -2.934)  0.21

=====

Repeat the third record exactly.
Here is an isolated molecule of C4H6O2 from the Open Molecules 2025 dataset. Energies are from ωB97M-V with the def2-TZVPD basis set.

The calculation puts the relative energy (zero: lowest compared OMol25 entry of this formula, charge and spin) at 70.5 kcal per mole. The LUMO energy is 0.980 eV. The strongest force on any atom comes out at 0.6 eV Å⁻¹. Its SMILES is C1OCC12CO2. The charge is 0.

Last column: natural (NBO) charge in e.
Positions of all 12 atoms, in Å:
C (-0.927, 0.946, 0.475)  -0.08
O (-1.665, 0.228, -0.531)  -0.52
C (-0.766, -0.891, -0.445)  -0.09
C (0.248, 0.018, 0.236)  0.16
C (1.627, 0.075, -0.206)  -0.10
O (1.269, -0.366, 1.111)  -0.47
H (-0.867, 2.022, 0.289)  0.19
H (-1.357, 0.754, 1.469)  0.18
H (-1.138, -1.692, 0.206)  0.18
H (-0.521, -1.302, -1.434)  0.18
H (1.829, -0.743, -0.893)  0.18
H (2.268, 0.951, -0.277)  0.19

=====

> Which formula does entry 2 have?

C19H15F8IO5

=====

> Which of these has the highest strongest force on any atom?

C7H12NO

=====

> The highest charge belongs to which entry?

C7H12NO